DFT (wB97M-V/def2-TZVPD) results for a cluster of 2 separate species, C5H7N2 in total in a non-equilibrium geometry.

```
14
Properties=species:S:1:pos:R:3:forces:R:3
C 1.8643 -1.0864 0.3334 0.98 -0.43 -1.85
C 1.0231 0.0556 0.1054 -1.23 -0.87 1.02
C -0.4150 -0.0736 0.3250 1.60 0.10 -0.94
C -4.3864 -0.0468 -0.3936 0.60 -0.44 0.72
C 1.6018 1.2855 -0.2849 -1.88 2.46 1.06
N 1.3403 -2.2477 0.3648 -1.04 1.29 1.07
N -1.5664 -0.1521 0.3078 0.16 0.15 0.41
H 2.9400 -0.9495 0.0585 -0.61 0.16 1.05
H -5.0675 0.5846 -0.9591 -0.31 0.52 -0.01
H -4.2079 0.4063 0.6253 -0.37 -0.14 -0.77
H 0.9886 1.5706 -1.1640 0.58 0.32 -0.21
H 1.1151 2.0455 0.4515 0.71 -0.74 -0.91
H 2.6740 1.4711 -0.2929 -0.17 -0.60 -0.36
H 2.0962 -2.8631 0.5228 0.97 -1.78 -0.27
```
Forces are in eV/Å.

Values from the calculation:
orbital gap (spin up / spin down)	3.281 / 3.969	eV
LUMO level (spin up / spin down)	-8.445 / -8.180	eV
energy relative to the best compared isomer or geometry (same formula, charge and spin)	238.46	kcal/mol
2S+1	1
charge	+1
DFT total energy	-8262.4367	eV
HOMO level (spin up / spin down)	-11.73 / -12.15	eV

DFT (wB97M-V/def2-TZVPD) results for a cluster of 4 separate species, C18H48N4O5 in total in a non-equilibrium geometry.

```
75
Properties=species:S:1:pos:R:3:forces:R:3
C -1.2082 -1.4132 -5.9992 0.39 -0.21 0.34
O -1.6319 -0.2038 -5.4204 0.13 0.22 -0.14
C -2.3264 -0.3804 -4.2117 -0.45 -0.25 0.43
C -3.0017 0.9291 -3.8539 -0.03 0.23 0.22
N -2.0820 2.0717 -3.7163 -0.28 -0.50 -0.51
C -1.1966 1.9278 -2.5934 0.89 -0.32 0.54
C -0.3436 3.1650 -2.3790 -0.50 0.33 -0.26
O 0.5980 2.9667 -1.3479 0.01 0.48 0.12
C 0.0547 3.0174 -0.0547 -0.19 0.66 0.53
H -0.7928 -2.0862 -5.2361 -0.03 0.05 -0.07
H -0.4055 -1.1795 -6.6961 -0.13 -0.02 -0.16
H -2.0225 -1.9424 -6.5037 -0.05 0.10 -0.05
H -1.6773 -0.7154 -3.3876 0.09 0.41 -0.67
H -3.0746 -1.1833 -4.2931 -0.02 0.20 -0.15
H -3.5284 0.8212 -2.9010 -0.04 -0.09 -0.07
H -3.7537 1.1556 -4.6117 0.08 0.13 -0.04
H -1.5122 2.0495 -4.5594 -0.05 0.28 0.00
H -0.4701 1.0979 -2.6583 -0.39 -0.02 -0.29
H -1.7510 1.7262 -1.6699 -0.29 0.14 -0.15
H -0.9975 4.0263 -2.1800 0.12 -0.03 0.15
H 0.2174 3.4124 -3.2828 0.08 -0.14 0.01
H 0.8456 3.3027 0.6430 0.17 -0.35 -0.08
H -0.3946 2.0679 0.2574 -0.03 0.23 0.05
H -0.6912 3.8154 0.0718 -0.11 -0.13 -0.35
C 0.3038 2.7314 3.7699 0.18 0.07 -0.14
C 0.5653 1.2837 3.3821 0.14 -0.27 -0.21
C 1.8738 0.7330 3.9080 0.73 0.83 -0.37
O 1.8081 0.5623 5.2934 -0.39 -0.20 0.30
C 3.0162 0.1404 5.8519 0.48 -0.23 0.40
N -0.5771 0.4122 3.6880 0.12 -0.03 -0.08
H 1.2367 3.2863 3.8842 0.08 -0.11 -0.01
H -0.2346 2.8290 4.7111 -0.18 -0.04 -0.09
H -0.2270 3.2028 2.9436 -0.38 0.15 0.31
H 0.6936 1.2616 2.2928 -0.12 0.02 -0.01
H 2.6854 1.4593 3.6914 -0.17 0.04 -0.05
H 2.1985 -0.1445 3.3227 -0.85 0.56 1.24
H 3.2261 -0.9182 5.6452 0.02 0.09 -0.19
H 2.9698 0.2371 6.9371 -0.21 0.08 -0.05
H 3.8603 0.7547 5.5099 -0.05 -0.06 -0.10
H -0.3203 -0.5268 3.3939 -0.11 -0.03 -0.03
H -0.6881 0.3398 4.6953 0.02 0.15 0.02
C 4.2310 -0.2132 0.6418 1.01 -1.43 -0.28
C 2.9935 -0.7166 1.3433 -0.64 0.71 0.29
C 2.0284 -1.4974 0.4472 0.17 -0.22 0.65
O 1.7644 -0.9222 -0.7948 0.35 -0.35 -0.61
C 1.2628 0.3893 -0.8108 0.28 0.02 0.81
N 3.3425 -1.5695 2.4852 0.36 -0.30 -0.28
H 4.0390 0.3124 -0.2878 -0.15 0.35 0.19
H 4.8433 -1.0835 0.3469 -0.27 0.05 -0.05
H 4.9113 0.3168 1.3105 -0.35 0.49 0.00
H 2.4300 0.1686 1.6947 0.30 -0.11 -0.33
H 1.0859 -1.6607 0.9985 -0.01 0.10 0.09
H 2.4752 -2.4866 0.3191 -0.09 0.06 -0.45
H 1.2827 0.7340 -1.8389 -0.15 -0.16 0.15
H 1.8684 1.0889 -0.2170 0.18 -0.16 -0.23
H 0.2675 0.4568 -0.3407 0.00 -0.38 -0.50
H 4.1305 -1.1745 2.9876 0.10 -0.03 -0.11
H 2.5955 -1.5913 3.1717 0.10 -0.55 -0.30
C -2.8465 -3.2220 0.6049 0.02 0.08 -0.19
C -2.1671 -1.9111 0.2404 0.28 -0.13 0.96
C -2.6071 -1.4231 -1.1221 0.10 1.36 0.11
O -2.5490 -2.3590 -2.1575 -0.19 -0.49 0.42
C -1.2262 -2.8180 -2.3529 -0.16 -0.36 0.17
N -2.5586 -0.8877 1.2156 -0.14 0.30 -0.10
H -2.5560 -3.5797 1.5929 0.01 0.16 0.08
H -2.5738 -3.9980 -0.1097 -0.18 -0.04 -0.05
H -3.9229 -3.0478 0.5906 -0.04 -0.23 0.00
H -1.0779 -2.0597 0.2944 -0.05 -0.01 -0.38
H -2.0338 -0.5072 -1.3931 0.31 -0.45 0.12
H -3.6107 -0.9943 -1.0230 -0.26 -0.69 -0.13
H -0.5979 -1.9582 -2.6072 0.38 -0.38 -0.08
H -1.2704 -3.5866 -3.1225 0.12 0.31 -0.32
H -0.8158 -3.3236 -1.4721 -0.04 0.23 0.07
H -2.1030 -1.0102 2.1105 -0.06 -0.13 0.02
H -2.2798 0.0424 0.9180 0.00 -0.02 -0.09
```
Forces are in eV/Å.

Values from the calculation:
orbital gap	9.473	eV
LUMO level	0.572	eV
energy relative to the best compared isomer or geometry (same formula, charge and spin)	0.00	kcal/mol
2S+1	1
charge	0
DFT total energy	-35638.4861	eV
HOMO level	-8.90	eV
structure (SMILES)	COC[C@H](C)N.COC[C@H](C)N.COC[C@H](C)N.COCCNCCOC

> The highest energy relative to the best compared isomer or geometry (same formula, charge and spin) belongs to which entry?

C5H7N2

> Which of these has the lowest energy relative to the best compared isomer or geometry (same formula, charge and spin)?

C18H48N4O5